DFT (the ωB97M-V functional and the def2-TZVPD basis) results for a molecular structure, C39H58LaN6O2P2.

Properties
LUMO level   2.4034 eV
Total energy   -73859.8931 eV
Energy relative to the best compared isomer or geometry (same formula, charge and spin)   0.9 kcal/mol

Structure (ORCA input):
```
! wB97M-V def2-TZVPD RIJCOSX def2/J DEFGRID3
* xyz -1 1
La 0.308 -0.581 0.614
N 1.850 -0.612 3.126
C 2.174 0.775 3.465
C 2.369 1.627 2.200
O 2.647 2.823 2.363
O 2.173 1.027 1.096
H 1.500 -1.132 3.920
H 2.680 -1.090 2.796
H 3.067 0.897 4.084
H 1.338 1.208 4.017
C 0.097 -4.401 -2.548
P 0.685 -2.675 -2.267
C -0.045 -1.919 -3.778
C 2.440 -2.898 -2.819
C 3.309 -1.666 -2.541
P 3.218 -1.162 -0.759
C 4.465 0.190 -0.735
C 4.237 -2.525 -0.038
H 0.298 -4.711 -3.577
H -0.979 -4.443 -2.365
H 0.580 -5.089 -1.856
H 0.070 -2.586 -4.636
H 0.419 -0.959 -3.998
H -1.107 -1.739 -3.601
H 2.455 -3.165 -3.880
H 2.826 -3.758 -2.264
H 2.973 -0.823 -3.152
H 4.355 -1.858 -2.796
H 5.228 0.032 -1.499
H 4.931 0.222 0.249
H 3.970 1.150 -0.884
H 5.182 -2.645 -0.575
H 3.680 -3.462 -0.060
H 4.450 -2.298 1.009
C 1.913 -4.047 2.643
C 0.697 -4.911 2.281
C 0.618 -5.103 0.766
C -0.609 -4.398 2.870
C -1.291 -5.262 3.713
C -2.477 -4.914 4.348
C -2.949 -3.625 4.134
C -2.316 -2.713 3.301
C -2.929 -1.325 3.214
C -3.456 -0.979 1.817
C -1.979 -0.249 3.758
C -1.122 -3.073 2.564
N -0.521 -2.265 1.679
H 2.847 -4.553 2.369
H 1.933 -3.845 3.717
H 1.848 -3.098 2.112
H 0.867 -5.895 2.728
H 0.414 -4.139 0.300
H -0.191 -5.790 0.505
H 1.560 -5.508 0.370
H -0.868 -6.250 3.891
H -2.999 -5.606 4.998
H -3.857 -3.306 4.642
H -3.798 -1.336 3.880
H -2.631 -0.936 1.105
H -3.963 -0.013 1.807
H -4.149 -1.753 1.478
H -1.058 -0.245 3.173
H -1.719 -0.467 4.797
H -2.435 0.745 3.712
C 1.525 2.665 -6.156
C 2.549 2.573 -5.225
C 2.296 2.056 -3.962
C 1.020 1.627 -3.582
C 0.000 1.725 -4.538
C 0.251 2.237 -5.803
C 0.852 1.018 -2.238
C -0.242 0.748 -1.508
C -1.564 1.269 -1.859
C -1.767 2.656 -1.981
C -3.025 3.184 -2.219
C -4.130 2.348 -2.342
C -3.951 0.977 -2.211
C -2.693 0.447 -1.961
H 1.718 3.060 -7.147
H 3.549 2.902 -5.483
H 3.104 1.984 -3.240
H -0.997 1.391 -4.287
H -0.556 2.292 -6.524
H 1.824 0.764 -1.807
H -0.903 3.306 -1.896
H -3.148 4.258 -2.318
H -5.113 2.763 -2.528
H -4.806 0.313 -2.281
H -2.577 -0.624 -1.824
C -2.854 6.234 0.704
C -1.450 6.230 1.304
C -0.388 6.018 0.226
C -1.299 5.200 2.430
N -1.374 3.820 1.976
C -0.382 2.960 1.751
N -0.912 1.834 1.337
N -2.252 2.031 1.298
N -2.540 3.218 1.676
H -2.948 7.045 -0.022
H -3.616 6.372 1.474
H -3.063 5.293 0.193
H -1.274 7.199 1.783
H -0.552 5.071 -0.291
H 0.620 6.004 0.649
H -0.435 6.816 -0.517
H -2.070 5.342 3.186
H -0.323 5.312 2.900
H 0.676 3.172 1.883
*
```

---

DFT (the ωB97M-V functional and the def2-TZVPD basis) results for a molecular structure, C39H58N2O6PSW.

Properties
LUMO level   -10.1506 eV
Total energy   -78576.4422 eV

Structure (ORCA input):
```
! wB97M-V def2-TZVPD RIJCOSX def2/J DEFGRID3
* xyz 3 1
W -0.211 -0.299 0.682
O 0.328 -0.262 4.577
C -0.430 -0.182 3.689
O 0.025 0.317 2.412
C -1.937 -0.336 3.643
C -2.528 0.861 2.854
C -4.003 1.044 3.144
C -4.603 -0.219 2.497
C -3.399 -0.837 1.801
O -2.522 0.324 1.479
C -2.458 -1.555 2.781
C -1.304 -2.047 1.942
O -0.157 -2.201 2.348
O -1.448 -1.880 0.635
H -2.292 -0.385 4.670
H -1.940 1.769 2.899
H -4.199 1.132 4.210
H -4.363 1.950 2.659
H -5.010 -0.917 3.228
H -5.391 0.016 1.787
H -3.619 -1.386 0.895
H -2.901 -2.341 3.389
O 1.286 -1.313 0.084
S 2.239 -2.413 -0.544
C 3.863 -2.046 0.190
C 3.992 -2.260 1.667
C 3.290 -1.485 2.590
C 3.441 -1.713 3.948
C 4.305 -2.705 4.394
C 5.015 -3.471 3.482
C 4.855 -3.254 2.121
C 1.823 -3.958 0.275
C 0.432 -4.448 -0.019
C -0.300 -5.014 1.018
C -1.557 -5.549 0.769
C -2.085 -5.518 -0.515
C -1.351 -4.959 -1.553
C -0.094 -4.427 -1.307
H 4.087 -1.036 -0.154
H 4.508 -2.728 -0.376
H 2.634 -0.687 2.262
H 2.892 -1.109 4.658
H 4.432 -2.874 5.455
H 5.695 -4.238 3.826
H 5.413 -3.856 1.413
H 2.030 -3.834 1.338
H 2.583 -4.626 -0.156
H 0.113 -5.048 2.019
H -2.112 -6.013 1.574
H -3.053 -5.957 -0.713
H -1.748 -4.973 -2.559
H 0.490 -4.030 -2.132
C -2.045 -0.429 -4.672
C -1.721 -1.629 -3.767
C -2.972 -2.494 -3.541
C -0.568 -2.457 -4.359
C -1.284 -1.115 -2.464
N -0.944 -0.721 -1.442
H -2.351 -0.815 -5.644
H -1.173 0.208 -4.821
H -2.864 0.167 -4.270
H -3.381 -2.761 -4.515
H -3.741 -1.954 -2.989
H -2.728 -3.412 -3.008
H -0.858 -2.777 -5.359
H -0.372 -3.349 -3.764
H 0.348 -1.871 -4.445
C 1.106 5.354 0.550
C 1.059 3.854 0.878
C 2.472 3.386 1.257
C 0.161 3.619 2.101
P 0.439 2.856 -0.582
N 0.068 1.316 0.021
C 1.776 2.528 -1.846
C 1.136 1.843 -3.063
C 2.441 3.840 -2.298
C 2.862 1.591 -1.297
C -1.135 3.550 -1.318
C -2.063 3.980 -0.167
C -1.897 2.477 -2.107
C -0.854 4.751 -2.233
H 1.504 5.859 1.432
H 0.127 5.781 0.353
H 1.768 5.589 -0.281
H 2.741 3.894 2.184
H 3.219 3.666 0.520
H 2.525 2.312 1.447
H 0.695 3.984 2.979
H -0.022 2.557 2.243
H -0.785 4.147 2.052
H 0.460 2.502 -3.601
H 0.603 0.928 -2.791
H 1.937 1.579 -3.755
H 1.735 4.581 -2.663
H 3.111 3.597 -3.125
H 3.048 4.287 -1.514
H 2.451 0.745 -0.751
H 3.582 2.093 -0.660
H 3.414 1.205 -2.157
H -2.229 3.176 0.553
H -3.030 4.228 -0.606
H -1.716 4.867 0.354
H -1.997 1.553 -1.542
H -1.458 2.263 -3.075
H -2.903 2.861 -2.287
H -0.223 5.513 -1.781
H -1.814 5.221 -2.455
H -0.416 4.450 -3.183
*
```

---

In eV, the gap between HOMO and LUMO values for the records above are, in order, 5.18; 6.12.